# 1
{
  "formula": "C36H37ClCrIN3OS2Sb",
  "method": "the ωB97M-V functional and the def2-TZVPD basis",
  "elements": ["Cr", "S", "C", "C", "C", "C", "C", "C", "S", "H", "H", "H", "H", "C", "C", "N", "C", "C", "C", "C", "C", "C", "C", "C", "C", "N", "C", "H", "H", "H", "H", "H", "H", "H", "H", "Cl", "C", "C", "C", "I", "C", "O", "C", "N", "C", "C", "C", "C", "H", "H", "H", "H", "C", "C", "C", "Sb", "C", "C", "C", "C", "C", "C", "H", "H", "H", "H", "H", "H", "H", "H", "H", "H", "H", "H", "H", "H", "H", "H", "H", "H", "H", "H", "H"],
  "xyz": [[1.3248, -1.2319, -0.9250], [0.1465, -2.8240, 0.3294], [-1.5154, -2.4476, -0.0601], [-2.5268, -3.3659, 0.2407], [-3.8289, -3.1443, -0.1663], [-4.1517, -1.9906, -0.8754], [-3.1713, -1.0539, -1.1425], [-1.8536, -1.2559, -0.7232], [-0.6814, 0.0168, -0.9634], [-2.2669, -4.2661, 0.7836], [-4.5944, -3.8774, 0.0536], [-5.1672, -1.8201, -1.2092], [-3.3984, -0.1507, -1.6950], [4.5204, -3.9488, -1.9479], [3.2821, -3.3114, -1.9212], [2.9647, -2.3822, -1.0307], [3.8937, -2.0848, -0.0881], [5.1639, -2.6805, -0.0270], [5.4757, -3.6322, -1.0101], [6.0421, -2.2989, 1.0345], [5.6478, -1.4256, 1.9914], [4.3498, -0.8266, 1.9637], [3.8556, 0.0459, 2.9475], [2.5832, 0.5449, 2.8074], [1.8172, 0.1892, 1.6969], [2.2519, -0.6201, 0.7471], [3.4982, -1.1350, 0.8917], [4.7120, -4.6853, -2.7149], [2.5182, -3.5632, -2.6437], [6.4444, -4.1140, -1.0205], [7.0337, -2.7325, 1.0605], [6.3194, -1.1602, 2.7981], [4.4651, 0.2976, 3.8056], [2.1563, 1.2131, 3.5422], [0.8080, 0.5607, 1.5724], [0.4259, -0.1233, -7.6197], [0.9428, -0.0470, -5.9639], [1.7348, 0.9986, -5.5583], [2.1567, 1.0936, -4.2318], [3.3342, 2.7005, -3.5829], [1.8036, 0.1477, -3.2750], [2.1708, 0.1730, -2.0343], [0.9858, -0.9371, -3.7244], [0.6719, -1.8392, -2.7536], [-0.0713, -2.8779, -3.0842], [-0.5522, -3.0776, -4.3845], [-0.2509, -2.1785, -5.3725], [0.5516, -1.0581, -5.0618], [2.0270, 1.7557, -6.2722], [-0.3088, -3.5752, -2.2905], [-1.1723, -3.9391, -4.5865], [-0.6053, -2.3131, -6.3847], [-0.9288, 4.5793, 1.8647], [-0.8624, 3.4272, 0.8695], [0.5759, 3.1778, 0.4258], [-1.8084, 1.5710, 1.6324], [-1.8123, 1.9545, 3.8621], [-1.7573, 0.5673, 4.4919], [-2.9524, 2.7829, 4.4345], [-3.8311, 2.0619, 0.8748], [-4.8229, 1.0477, 1.4317], [-4.2870, 3.4940, 1.1122], [-0.5981, 5.5083, 1.3888], [-0.2756, 4.3904, 2.7190], [-1.9396, 4.7341, 2.2417], [-1.4627, 3.6665, -0.0127], [1.2331, 3.0554, 1.2910], [0.9476, 4.0242, -0.1589], [0.6618, 2.2845, -0.1937], [-0.8634, 2.4724, 4.0390], [-2.7092, 0.0482, 4.3563], [-1.5587, 0.6304, 5.5666], [-0.9763, -0.0455, 4.0358], [-3.9173, 2.3282, 4.2031], [-2.9444, 3.8042, 4.0538], [-2.8674, 2.8368, 5.5266], [-3.7187, 1.9054, -0.2026], [-4.9360, 1.1663, 2.5118], [-4.4932, 0.0272, 1.2348], [-5.8104, 1.1826, 0.9788], [-4.4389, 3.6915, 2.1744], [-5.2410, 3.6699, 0.6036], [-3.5677, 4.2141, 0.7220]],
  "atomic_forces_ev_per_a": [[-2.67, 0.01, 0.54], [0.47, 0.52, -0.24], [-0.03, -0.10, -0.23], [-0.07, -0.02, -0.09], [0.00, -0.09, 0.09], [0.04, 0.11, -0.06], [-0.11, -0.06, 0.02], [0.18, 0.16, 0.08], [0.65, -0.43, -0.44], [0.01, -0.03, -0.03], [0.00, 0.00, 0.03], [-0.01, -0.01, -0.01], [-0.07, 0.03, 0.03], [0.24, -0.06, 0.08], [-0.24, 0.14, -0.01], [1.07, -0.53, -0.11], [0.22, -0.12, -0.12], [-0.33, 0.03, -0.13], [-0.20, 0.04, -0.07], [0.10, 0.13, 0.23], [0.26, -0.14, -0.08], [-0.34, -0.02, -0.22], [-0.13, 0.00, -0.09], [0.24, -0.03, 0.12], [-0.30, 0.07, -0.25], [0.81, 0.35, 0.57], [0.05, 0.14, 0.30], [0.00, -0.01, 0.00], [0.02, 0.04, -0.04], [0.03, 0.01, 0.03], [-0.01, -0.02, 0.04], [0.00, -0.01, 0.01], [0.03, 0.03, -0.01], [-0.01, -0.01, 0.01], [-0.01, -0.04, -0.02], [-0.04, -0.04, -0.11], [0.18, 0.17, -0.05], [-0.20, -0.18, -0.13], [0.19, 0.16, 0.54], [-0.15, -0.19, -0.16], [-0.03, 0.21, -0.24], [0.35, -0.25, 0.19], [0.19, 0.21, -0.18], [-0.16, -0.50, -0.81], [0.03, 0.02, 0.33], [-0.06, 0.10, -0.32], [0.04, -0.08, 0.15], [0.00, 0.01, 0.27], [-0.01, 0.00, -0.01], [0.01, 0.04, 0.04], [0.01, -0.02, 0.00], [-0.05, -0.01, 0.00], [-0.11, -0.02, -0.17], [-0.10, -0.35, 0.31], [-0.14, -0.03, -0.06], [-0.15, 0.39, 0.56], [-0.24, 0.13, -0.74], [0.08, 0.13, 0.00], [0.17, -0.01, 0.10], [0.34, 0.00, 0.43], [0.06, 0.03, -0.07], [-0.01, -0.07, -0.08], [0.04, 0.04, 0.07], [0.00, 0.02, 0.03], [0.02, 0.08, 0.02], [-0.03, -0.03, 0.01], [0.04, 0.01, 0.02], [0.08, 0.01, 0.04], [0.07, 0.03, -0.07], [0.01, -0.01, -0.03], [0.02, -0.07, 0.00], [-0.04, -0.02, 0.03], [-0.04, -0.07, 0.05], [-0.04, 0.06, 0.02], [-0.07, -0.01, -0.01], [-0.07, 0.02, 0.01], [0.09, -0.07, 0.02], [-0.04, -0.01, 0.01], [-0.06, -0.06, 0.02], [-0.03, -0.02, 0.01], [0.02, 0.04, -0.01], [-0.02, 0.04, 0.02], [-0.04, 0.06, 0.02]],
  "lowdin_spin": [1.172, -0.087, -0.011, -0.005, -0.001, -0.008, 0.001, -0.008, -0.045, 0.000, 0.000, -0.001, 0.000, 0.000, -0.002, 0.004, 0.001, 0.000, -0.003, 0.000, 0.000, 0.000, -0.002, 0.000, -0.001, 0.001, 0.000, 0.000, 0.000, 0.000, 0.000, 0.000, 0.000, 0.000, 0.000, 0.000, 0.000, -0.001, -0.001, 0.000, 0.000, -0.003, 0.002, -0.004, 0.006, -0.001, 0.007, 0.000, 0.000, -0.001, 0.000, 0.000, 0.000, 0.000, 0.000, -0.004, -0.002, 0.000, 0.000, -0.001, 0.000, 0.000, 0.000, 0.000, 0.000, 0.000, 0.000, 0.000, 0.000, 0.000, 0.000, 0.000, 0.000, 0.000, 0.000, 0.000, 0.000, 0.000, 0.000, 0.000, 0.000, 0.000, 0.000],
  "spin_multiplicity": 2,
  "homo_lumo_gap_ev": [5.383, 5.744]
}


# 2
{
  "formula": "C36H37ClN5OPdS3Si2",
  "method": "the ωB97M-V functional and the def2-TZVPD basis",
  "elements": ["Pd", "Cl", "C", "C", "C", "C", "O", "C", "C", "N", "C", "C", "C", "C", "C", "C", "C", "C", "N", "C", "C", "H", "H", "H", "H", "H", "H", "H", "H", "H", "H", "C", "Si", "C", "C", "C", "C", "C", "C", "C", "C", "N", "Si", "C", "C", "C", "H", "H", "H", "H", "H", "H", "H", "H", "H", "H", "H", "H", "H", "H", "H", "H", "H", "H", "H", "H", "H", "H", "S", "C", "S", "C", "N", "N", "C", "C", "C", "C", "C", "C", "S", "H", "H", "H", "H", "H"],
  "xyz": [[-0.1145, 0.2048, 0.3884], [-5.3068, 5.3424, 0.0975], [-3.8718, 4.3910, 0.2578], [-2.8719, 4.7878, 1.1519], [-1.7344, 4.0365, 1.3002], [-1.5217, 2.8441, 0.5715], [-0.4044, 2.1999, 0.8052], [-2.5304, 2.4751, -0.3583], [-2.4060, 1.3882, -1.2772], [-1.4291, 0.5571, -1.3172], [-1.3492, -0.4353, -2.3012], [-1.7389, -0.2650, -3.6070], [-1.6464, -1.3244, -4.5290], [-1.1637, -2.5399, -4.1404], [-0.7254, -2.7388, -2.8108], [-0.2381, -3.9823, -2.3505], [0.1503, -4.1107, -1.0504], [0.1005, -2.9842, -0.2135], [-0.3282, -1.8069, -0.6055], [-0.7827, -1.6710, -1.8911], [-3.6960, 3.2598, -0.4869], [-3.0061, 5.6938, 1.7283], [-0.9620, 4.3440, 1.9920], [-3.2207, 1.2717, -1.9943], [-2.1137, 0.6967, -3.9333], [-1.9678, -1.1649, -5.5496], [-1.1028, -3.3646, -4.8391], [-0.1893, -4.8192, -3.0362], [0.5126, -5.0477, -0.6527], [0.4411, -3.0648, 0.8082], [-4.4580, 2.9558, -1.1944], [3.0163, -1.7301, 0.0764], [2.4880, -0.9926, 1.7230], [4.0168, -1.0933, 2.8163], [1.2245, -1.9732, 2.7038], [1.8764, 0.7923, 1.5374], [2.2765, 1.4034, 0.2674], [3.2588, 2.3660, 0.0466], [3.4637, 2.7995, -1.2489], [2.6649, 2.3127, -2.2826], [1.6840, 1.3923, -1.9816], [1.5363, 0.9342, -0.7380], [1.5240, 1.9322, 3.0492], [-0.1131, 1.5054, 3.8425], [1.6279, 3.7490, 2.5698], [2.8754, 1.6237, 4.3199], [3.2024, -2.7991, 0.2163], [3.9670, -1.2751, -0.2179], [2.3220, -1.6077, -0.7505], [4.4700, -2.0789, 2.6707], [3.7780, -0.9901, 3.8727], [4.7773, -0.3484, 2.5681], [1.5486, -3.0157, 2.7912], [0.2000, -1.9460, 2.3463], [1.2229, -1.5544, 3.7101], [3.8390, 2.7537, 0.8735], [4.2345, 3.5296, -1.4598], [2.8020, 2.6433, -3.3018], [1.0167, 0.9907, -2.7347], [-0.9543, 1.8624, 3.2506], [-0.1547, 1.9795, 4.8284], [-0.2477, 0.4313, 3.9851], [0.8134, 4.2828, 3.0673], [1.5287, 3.9276, 1.4988], [2.5620, 4.1980, 2.9152], [2.7759, 0.6582, 4.8181], [2.7854, 2.3994, 5.0871], [3.8831, 1.6898, 3.9041], [-3.0248, -5.0271, 4.6953], [-2.7213, -3.5540, 4.0640], [-3.1489, -3.0331, 2.4576], [-2.3030, -1.5221, 2.7021], [-1.7735, -1.4267, 3.8819], [-2.0290, -2.5045, 4.6389], [-1.5462, -2.5005, 5.9935], [-0.2634, -2.0400, 6.2466], [0.2011, -2.0074, 7.5518], [-0.6149, -2.4288, 8.5907], [-1.9030, -2.8692, 8.3245], [-2.3788, -2.9058, 7.0231], [-2.2450, -0.3069, 1.5037], [0.3574, -1.7111, 5.4298], [1.2036, -1.6537, 7.7556], [-0.2494, -2.4080, 9.6089], [-2.5493, -3.1811, 9.1340], [-3.3919, -3.2270, 6.8177]],
  "atomic_forces_ev_per_a": [[-0.77, 0.96, -0.65], [-0.03, 0.01, -0.01], [0.03, 0.01, 0.05], [-0.04, 0.02, -0.08], [0.17, -0.16, 0.08], [-0.57, 0.02, -0.01], [0.64, -0.78, 0.02], [0.12, 0.15, 0.09], [0.00, -0.09, -0.10], [-0.26, -0.19, 0.01], [0.02, -0.04, -0.10], [0.00, 0.02, 0.11], [0.00, -0.03, -0.05], [-0.01, 0.01, -0.04], [-0.03, 0.00, 0.09], [0.02, -0.02, 0.05], [-0.06, -0.02, -0.09], [0.00, 0.00, 0.17], [0.58, 0.43, 0.39], [-0.11, 0.05, -0.08], [0.00, -0.03, -0.02], [0.01, -0.01, 0.01], [-0.09, -0.02, -0.03], [0.01, 0.06, -0.08], [-0.01, 0.01, 0.01], [0.01, -0.01, 0.02], [0.00, 0.01, 0.01], [0.00, 0.01, 0.01], [-0.01, 0.01, 0.01], [0.00, -0.01, -0.11], [0.01, 0.02, 0.00], [-0.04, 0.13, 0.05], [0.33, -0.42, 0.57], [0.11, 0.16, -0.24], [0.17, -0.03, -0.12], [-0.94, -0.77, -0.16], [0.25, 0.17, 0.02], [0.05, 0.00, 0.01], [0.01, 0.00, 0.03], [-0.02, -0.05, 0.02], [-0.05, 0.01, -0.11], [-0.24, -0.18, 0.23], [-0.21, 0.11, 0.28], [0.17, 0.01, -0.07], [0.04, -0.06, -0.02], [0.00, 0.00, -0.07], [0.00, 0.04, 0.01], [-0.02, -0.01, 0.01], [-0.01, 0.00, -0.02], [-0.03, 0.03, -0.01], [0.00, -0.01, -0.01], [-0.01, -0.04, 0.00], [-0.01, 0.04, 0.04], [-0.03, 0.06, 0.04], [0.00, 0.03, -0.02], [-0.02, 0.00, -0.01], [-0.01, -0.01, 0.01], [0.00, 0.00, 0.00], [0.00, 0.02, 0.03], [-0.01, -0.01, 0.02], [0.03, -0.01, -0.03], [0.02, 0.07, 0.02], [0.10, -0.03, 0.04], [-0.03, 0.00, 0.05], [0.00, -0.02, -0.04], [-0.03, 0.04, 0.00], [-0.02, -0.03, -0.04], [-0.02, 0.00, 0.02], [-0.13, -0.16, -0.06], [0.26, 0.16, 0.06], [0.06, 0.05, -0.13], [0.44, -0.65, 0.71], [-0.26, 0.39, -0.26], [-0.14, -0.42, 0.15], [0.02, 0.12, -0.11], [-0.08, -0.10, 0.08], [0.02, 0.02, -0.02], [0.01, -0.01, 0.04], [-0.01, -0.01, -0.01], [-0.12, 0.08, 0.07], [0.61, 0.91, -0.68], [0.02, 0.02, -0.02], [-0.02, 0.00, 0.00], [-0.01, 0.00, -0.01], [0.01, 0.00, 0.00], [0.12, -0.01, 0.00]],
  "mulliken_charge": [-0.398, -0.212, -0.094, -0.892, -0.339, 0.258, 0.159, 0.650, -0.601, 0.936, -1.673, -0.030, -1.022, -0.828, 0.791, -0.823, -1.477, -0.275, 1.101, 0.901, -1.224, 0.467, 0.087, 0.555, 0.653, 0.424, 0.442, 0.443, 0.536, 0.719, 0.465, -0.966, 0.239, -1.365, 0.815, 1.420, -0.117, -0.754, -0.667, -1.112, -0.357, 0.974, 0.658, -0.168, -1.636, -1.140, 0.471, 0.404, 0.194, 0.374, 0.373, 0.379, 0.858, -0.519, -1.414, 0.576, 0.495, 0.480, 0.376, 0.004, 0.517, -0.291, 0.502, 0.452, 0.442, 0.207, 0.415, 0.371, -0.269, 0.145, -0.066, 0.057, -0.403, 0.349, 0.130, 0.117, -0.730, -0.547, -0.656, -0.507, -0.078, 0.620, 0.400, 0.397, 0.378, 0.477],
  "homo_lumo_gap_ev": [5.154, 5.194],
  "charge": 1
}


| no. | E (eV) |
| --- | --- |
| 1 | -121705.0303 |
| 2 | -111688.8530 |